# 1
Density functional theory data (the ωB97M-V functional and the def2-TZVPD basis) for a molecular structure, C21H12CoF3N6O2S3.

XYZ file:
```
48
Properties=species:S:1:pos:R:3:forces:R:3:mulliken_spin:R:1
Co 0.74124 -1.92693 -1.55455 -0.1 0.0 -0.1 1.06
C -2.54236 -0.76222 -4.38185 0.0 0.0 0.0 0.00
C -1.43518 -1.41296 -3.85588 0.0 0.0 0.0 0.00
N -0.99125 -1.11442 -2.64874 -0.1 0.0 0.0 0.03
C -1.63094 -0.17742 -1.95498 0.0 0.0 0.0 -0.01
C -2.74258 0.45982 -2.49161 0.0 0.0 0.0 0.00
N -3.20144 0.17066 -3.70295 0.0 0.0 0.0 0.00
C -1.07735 0.10530 -0.60569 0.0 0.0 0.0 0.01
C -1.56264 1.09121 0.23848 0.0 0.0 0.0 0.00
C -0.98042 1.26952 1.48625 0.1 -0.1 -0.1 -0.01
C 0.07459 0.44240 1.84891 0.0 0.0 0.1 0.00
C 0.52517 -0.51123 0.95185 0.0 0.0 0.0 0.01
N -0.04977 -0.66911 -0.24405 0.0 0.1 0.0 0.00
C 1.67625 -1.40978 1.21126 0.0 0.0 0.0 -0.01
C 2.22659 -1.62273 2.46819 0.0 0.0 0.0 0.00
N 3.23835 -2.46129 2.66207 0.0 0.0 0.0 0.00
C 3.68953 -3.10316 1.58948 0.0 0.0 0.0 0.00
C 3.14200 -2.91053 0.32825 0.0 0.0 -0.1 0.00
N 2.14808 -2.05804 0.14603 0.0 0.0 0.0 0.03
C -1.44888 2.33797 2.39364 0.0 0.1 0.1 0.00
C -1.73226 3.61263 1.91560 0.0 0.0 0.0 0.00
C -2.16238 4.58410 2.80467 0.0 0.0 0.0 0.00
N -2.32901 4.37404 4.10896 0.0 0.0 0.0 0.00
C -2.05491 3.15213 4.56045 0.0 0.0 0.0 0.00
C -1.61536 2.11381 3.75580 0.0 0.0 0.0 0.00
H -2.90761 -1.00070 -5.37332 0.0 0.0 0.0 0.00
H -0.89267 -2.17979 -4.39627 0.0 0.0 0.0 0.00
H -3.28216 1.21992 -1.94044 0.0 0.0 0.0 0.00
H -2.38746 1.71938 -0.06566 0.0 0.0 0.0 0.00
H 0.57682 0.58916 2.79481 0.0 0.0 0.0 0.00
H 1.83982 -1.11955 3.34629 0.0 0.0 0.0 0.00
H 4.50793 -3.79681 1.73761 0.0 0.0 0.0 0.00
H 3.48319 -3.44976 -0.54793 0.0 0.0 0.0 0.00
H -1.59066 3.85205 0.86942 0.0 0.0 0.0 0.00
H -2.37948 5.58621 2.45205 0.0 0.0 0.0 0.00
H -2.19886 2.99395 5.62364 0.0 0.0 0.0 0.00
H -1.42586 1.13663 4.18147 0.0 0.0 0.0 0.00
S 0.55936 -6.33467 -2.16596 0.0 0.0 0.0 -0.01
C 0.59142 -4.69547 -1.96640 0.0 0.0 0.0 0.01
S -0.31642 -3.79688 -0.79229 0.0 0.0 0.1 -0.05
S 1.53823 -3.56236 -2.87826 0.0 0.0 -0.1 -0.06
F 1.63078 2.05486 -0.27602 0.0 0.0 0.0 0.00
C 2.40258 1.60765 -1.30281 0.0 0.0 0.0 0.00
F 3.35905 0.84906 -0.74801 0.0 0.0 0.0 0.00
F 3.00699 2.69001 -1.82121 0.0 0.0 0.0 0.00
C 1.52100 0.85689 -2.35893 0.0 0.0 -0.1 0.00
O 0.71131 1.57842 -2.93102 -0.1 0.0 0.1 0.00
O 1.74765 -0.37197 -2.47035 0.2 0.0 0.1 0.00
```
Forces are in eV/Å.

Total charge: -1
Gap between HOMO and LUMO (alpha / beta): 5.76 / 5.75 eV
⟨S²⟩: 0.779
Spin multiplicity: 2
Strongest force on any atom: 0.22 eV Å⁻¹
Energy: -4163.61009 Ha
Relative energy (zero: lowest compared OMol25 entry of this formula, charge and spin): 0.000 eV

***

# 2
Density functional theory data (the ωB97M-V functional and the def2-TZVPD basis) for 2 unconnected molecules or ions with the total composition C9H14.

XYZ file:
```
23
Properties=species:S:1:pos:R:3:forces:R:3:mulliken_spin:R:1
C -1.62233 1.72274 -1.58922 0.0 -0.5 0.5 -0.03
C -0.19606 2.17271 -1.94477 -0.7 0.2 -1.0 0.05
H -1.77161 0.65968 -1.80687 0.1 0.1 0.0 0.01
H -1.80811 1.82622 -0.51611 0.1 -0.1 -0.1 0.03
H -2.43177 2.25276 -2.07889 0.0 0.3 -0.3 -0.01
H 0.19590 2.83176 -1.18003 0.3 -0.1 0.2 -0.01
H -0.19666 2.75489 -2.88210 0.0 -0.1 0.2 -0.04
H 0.44425 1.30820 -2.12962 0.1 0.2 0.4 0.02
C -1.45303 -0.51630 1.87517 -0.3 0.1 -0.8 -0.13
C 1.69422 -2.43072 0.91846 0.4 -0.4 -0.3 0.09
C 2.33440 -1.52091 0.04524 -0.6 -0.1 0.2 0.09
C 0.41120 -2.12161 1.41415 -0.6 0.4 0.1 0.23
C -0.12206 -0.85644 1.26740 0.4 -0.5 0.1 0.28
C 1.78627 -0.27108 -0.13516 0.7 -0.2 -0.5 -0.29
C 0.63873 0.11611 0.58079 -0.8 0.3 0.6 1.11
H 2.02598 -3.45896 0.96065 0.2 0.0 0.1 -0.12
H 3.20866 -1.84690 -0.50799 0.1 0.1 -0.1 -0.07
H -0.18346 -2.87615 1.92550 0.1 0.0 0.1 0.02
H 2.22230 0.39771 -0.87579 0.1 0.1 0.2 -0.13
H -1.57988 -1.03639 2.81501 -0.1 0.1 0.4 -0.05
H -2.30008 -0.80531 1.24042 0.2 -0.2 -0.1 0.02
H 0.28383 1.13466 0.64863 0.1 0.2 -0.3 -0.05
H -1.58070 0.56334 1.95510 0.2 0.2 0.5 -0.01
```
Forces are in eV/Å.

Total charge: -1
Gap between HOMO and LUMO (alpha / beta): 2.81 / 7.50 eV
⟨S²⟩: 0.757
Spin multiplicity: 2
Strongest force on any atom: 1.21 eV Å⁻¹
Energy: -351.26942 Ha
Relative energy (zero: lowest compared OMol25 entry of this formula, charge and spin): 0.269 eV

***

# 3
Density functional theory data (the ωB97M-V functional and the def2-TZVPD basis) for C3H7N3O in the gas phase.

XYZ file:
```
14
Properties=species:S:1:pos:R:3:forces:R:3:nbo_charge:R:1
C -2.18625 0.05632 -0.30297 -0.2 -1.7 -0.2 -0.41
N -0.89597 -0.06663 -0.95028 2.8 3.8 0.0 -0.51
C 0.23977 0.29296 -0.36379 -3.2 -1.1 -2.5 0.37
N 1.11509 1.16950 -0.96341 0.1 -1.4 0.6 -0.82
C 0.59351 -0.59553 0.77411 -2.3 -1.4 1.7 0.57
N 1.91026 -0.81843 1.08360 -0.5 0.3 -0.1 -0.82
O -0.38433 -1.19485 1.27621 2.9 1.1 0.3 -0.59
H -2.18058 0.66450 0.60643 0.1 -0.3 -0.1 0.19
H -2.89550 0.48000 -1.02180 0.2 0.2 0.0 0.19
H -2.55446 -0.95312 -0.09884 -0.3 0.1 0.5 0.20
H 1.73213 1.65403 -0.32425 0.1 0.1 -0.7 0.40
H 0.82183 1.48810 -1.87988 0.1 0.5 0.5 0.42
H 2.08543 -1.50001 1.80828 0.0 -0.1 -0.3 0.41
H 2.59907 -0.67684 0.35658 -0.1 0.0 0.3 0.40
```
Forces are in eV/Å.

Total charge: 0
Gap between HOMO and LUMO (alpha / beta): 8.07 / 8.07 eV
SMILES: C/N=C(/N)C(N)=O
Strongest force on any atom: 4.71 eV Å⁻¹
Energy: -357.96787 Ha
Relative energy (zero: lowest compared OMol25 entry of this formula, charge and spin): 2.231 eV

***

# 4
Density functional theory data (the ωB97M-V functional and the def2-TZVPD basis) for a molecular structure, C24H33N5O6S.

XYZ file:
```
69
Properties=species:S:1:pos:R:3:forces:R:3:nbo_charge:R:1
C 4.36862 -0.31199 4.11869 -0.4 -0.2 -0.1 -0.62
C 3.33702 -1.33382 3.67064 0.2 -0.1 0.0 -0.06
O 2.09406 -0.69046 3.48555 0.0 0.2 0.1 -0.55
C 1.08013 -1.57402 3.06685 -0.1 0.0 -0.1 -0.05
C -0.22910 -0.79468 2.91657 0.1 -0.3 0.0 -0.43
H -0.79659 -0.85053 3.84535 0.0 0.1 0.0 0.21
H 0.02386 0.25359 2.75075 -0.1 0.1 0.0 0.21
C -1.10622 -1.29156 1.75741 -0.1 0.1 0.6 -0.21
N -0.67055 -0.77038 0.48015 0.2 -0.1 -0.2 -0.44
C -1.03820 0.45205 0.01376 0.0 0.0 0.1 0.67
O -0.45011 1.00377 -0.90382 0.1 0.2 0.0 -0.62
C -2.25786 1.02547 0.60778 -0.6 0.5 0.1 -0.42
C -3.52956 0.49137 0.44040 0.6 0.4 0.4 0.17
N -3.82479 -0.72313 -0.08215 -0.3 -0.4 -0.3 -0.82
H -3.16303 -1.13083 -0.73239 0.1 0.0 0.0 0.43
H -4.80926 -0.85973 -0.27573 0.1 0.0 0.0 0.43
C -4.48736 1.39599 0.99618 0.8 0.1 -0.1 0.03
N -3.98954 2.50050 1.51777 -0.4 0.1 0.1 -0.60
S -2.37866 2.56625 1.36675 -0.1 -0.6 -0.3 0.72
C -5.94489 1.16167 0.96220 -0.5 0.3 0.2 0.64
O -6.44216 0.17380 0.44699 0.1 -0.2 -0.1 -0.63
N -6.66735 2.14123 1.54109 -0.2 0.1 0.1 -0.80
H -6.19335 2.94076 1.92437 0.0 0.0 0.0 0.42
H -7.67132 2.08677 1.54448 0.1 -0.1 0.0 0.41
C 0.20652 -1.55579 -0.37088 -0.2 0.2 -0.3 -0.14
C 1.67774 -1.25338 -0.23837 0.2 -0.1 0.0 -0.08
C 2.60618 -2.20198 -0.64960 -0.2 0.2 0.1 -0.22
C 3.96355 -1.95776 -0.52842 0.2 0.2 0.1 -0.26
C 4.41299 -0.76743 0.01804 -0.2 0.2 0.0 0.25
C 3.47875 0.19506 0.43775 0.2 -0.1 0.0 0.30
C 2.12637 -0.05096 0.29907 0.1 0.0 0.0 -0.28
H 1.41214 0.68771 0.61320 -0.1 0.1 0.1 0.24
O 4.02174 1.33423 0.97778 0.2 -0.6 -0.3 -0.54
C 3.13689 2.27464 1.54407 -0.2 0.3 0.2 -0.26
H 2.47473 2.70468 0.78709 0.0 0.0 0.0 0.18
H 3.76816 3.05923 1.95872 -0.1 0.0 0.0 0.20
H 2.54316 1.81855 2.34206 0.0 0.0 0.0 0.20
O 5.74475 -0.53912 0.15314 0.0 0.0 0.0 -0.66
H 5.85639 0.33219 0.55767 0.0 0.0 0.0 0.50
H 4.69162 -2.68877 -0.84066 0.1 -0.1 0.0 0.23
H 2.26757 -3.14068 -1.06293 0.0 -0.1 0.0 0.22
H 0.03893 -2.61184 -0.12110 0.0 0.2 0.0 0.23
C -0.36994 -1.38769 -1.80525 0.5 -0.3 0.2 0.72
O -1.56152 -1.56550 -1.98347 -0.4 0.0 -0.2 -0.68
N 0.51728 -1.12348 -2.76410 0.2 -0.1 -0.2 -0.60
H 1.44819 -0.85287 -2.47982 -0.1 -0.1 0.1 0.41
C 0.12947 -0.76286 -4.11334 -0.3 -0.1 0.0 -0.06
H -0.88443 -1.14516 -4.24662 0.1 0.1 0.0 0.24
C 0.19490 0.76175 -4.29740 0.0 0.0 0.1 -0.42
C 1.60115 1.00663 -4.83480 -0.1 0.0 -0.2 -0.40
H 1.70336 1.98003 -5.31133 0.1 0.1 0.1 0.21
C 1.79323 -0.14749 -5.81618 0.1 0.0 0.0 -0.40
H 2.84142 -0.33366 -6.04507 0.0 0.0 -0.1 0.21
H 1.27716 0.08093 -6.74959 0.0 0.0 -0.1 0.20
C 1.12893 -1.34837 -5.12982 0.0 0.0 -0.1 -0.41
H 0.63176 -1.99584 -5.84965 0.0 -0.1 0.0 0.22
H 1.87034 -1.94792 -4.60033 0.0 -0.1 0.0 0.21
H 2.33191 0.94247 -4.02650 0.1 0.0 0.1 0.19
H -0.00709 1.27361 -3.35805 -0.1 0.0 0.0 0.24
H -0.54527 1.07510 -5.03373 0.0 0.0 -0.1 0.20
H -2.13772 -0.98396 1.93325 0.1 -0.2 -0.1 0.23
H -1.08773 -2.38267 1.71512 -0.1 0.0 -0.1 0.20
H 0.96515 -2.38693 3.80161 0.0 0.1 -0.1 0.17
H 1.37313 -2.03136 2.11019 0.0 0.0 0.1 0.17
H 3.23161 -2.12574 4.42950 0.0 0.1 -0.1 0.16
H 3.65154 -1.80961 2.72748 0.0 0.0 0.1 0.17
H 4.51343 0.43846 3.34810 0.1 0.1 -0.1 0.21
H 5.31556 -0.80817 4.31144 0.1 0.0 0.0 0.21
H 4.03057 0.18114 5.02595 0.0 0.0 0.1 0.21
```
Forces are in eV/Å.

Total charge: 0
Gap between HOMO and LUMO: 8.46 eV
Strongest force on any atom: 0.83 eV Å⁻¹
Energy: -2057.82084 Ha
Relative energy (zero: lowest compared OMol25 entry of this formula, charge and spin): 0.000 eV

***

# 5
Density functional theory data (the ωB97M-V functional and the def2-TZVPD basis) for C18H17Cl2NO2 in the gas phase.

XYZ file:
```
40
Properties=species:S:1:pos:R:3:forces:R:3:nbo_charge:R:1
C 7.24041 2.10600 -0.24942 -0.1 -0.4 0.2 -0.64
C 7.08271 0.96368 0.75043 0.2 0.4 0.0 -0.06
O 6.32992 -0.11374 0.23226 -0.1 -0.2 -0.1 -0.49
C 4.97724 -0.01126 0.12893 -0.2 -0.1 -0.1 0.28
C 4.20098 1.03854 0.60923 0.3 0.0 0.1 -0.25
C 2.82656 1.00861 0.45639 -0.2 -0.2 -0.1 -0.23
C 2.19728 -0.05662 -0.17572 0.4 0.0 0.0 0.11
N 0.79880 -0.01748 -0.29190 -0.1 0.4 0.2 -0.59
C -0.02435 -0.89149 -0.92243 -0.4 0.3 0.1 0.68
O 0.32301 -1.86662 -1.54630 0.0 -0.2 -0.1 -0.59
C -1.49073 -0.51536 -0.81001 0.1 -0.3 0.0 -0.34
C -2.09151 0.18536 0.38489 -0.2 0.1 0.0 -0.28
C -3.17044 1.20072 0.21667 0.0 0.0 -0.1 -0.05
C -3.14992 2.10445 -0.83682 0.0 -0.1 0.1 -0.20
C -4.16167 3.03922 -0.97238 0.0 0.1 -0.1 -0.20
C -5.20138 3.07539 -0.05961 0.0 0.1 0.0 -0.21
C -5.22450 2.17810 0.99517 0.0 0.0 0.1 -0.22
C -4.21247 1.24648 1.13536 0.1 0.1 0.0 -0.14
C -2.37927 -1.26847 0.13588 0.1 -0.1 0.0 -0.05
Cl -1.65616 -2.45707 1.20627 0.0 0.1 0.0 0.03
Cl -3.97862 -1.74578 -0.39721 0.1 0.0 0.0 0.03
C 2.97077 -1.11123 -0.65416 -0.1 -0.1 0.0 -0.21
C 4.33898 -1.08236 -0.50081 0.2 0.3 0.2 -0.24
H 6.27454 2.53331 -0.50767 0.0 0.1 0.0 0.21
H 7.86868 2.88306 0.17729 0.1 0.1 0.0 0.21
H 7.70486 1.73546 -1.15966 0.1 0.0 -0.1 0.22
H 8.06112 0.52739 0.97044 -0.2 0.1 0.1 0.19
H 6.64880 1.32437 1.69145 0.0 -0.1 0.0 0.17
H 4.64488 1.88476 1.10916 0.1 0.1 0.0 0.21
H 2.23725 1.83224 0.83660 -0.1 0.1 0.0 0.20
H 0.37121 0.79479 0.13144 0.0 -0.2 -0.1 0.40
H -1.93442 -0.31428 -1.77934 -0.1 0.0 0.1 0.26
H -1.44468 0.36532 1.23925 0.1 -0.2 0.0 0.24
H -2.33903 2.08117 -1.55066 0.1 0.0 -0.1 0.21
H -4.13818 3.73860 -1.79483 0.0 0.1 -0.1 0.22
H -5.99271 3.80154 -0.16996 -0.1 0.1 0.0 0.22
H -6.03424 2.20263 1.70892 -0.1 0.0 0.1 0.22
H -4.22807 0.54296 1.95435 0.0 -0.1 0.1 0.21
H 2.49502 -1.94321 -1.14448 0.0 0.0 0.0 0.26
H 4.94810 -1.89387 -0.86522 0.1 -0.1 -0.1 0.23
```
Forces are in eV/Å.

Total charge: 0
Gap between HOMO and LUMO: 8.59 eV
SMILES: CCOc1ccc(NC(=O)[C@@H]2[C@@H](c3ccccc3)C2(Cl)Cl)cc1
Strongest force on any atom: 0.53 eV Å⁻¹
Energy: -1821.72220 Ha

***

# 6
Density functional theory data (the ωB97M-V functional and the def2-TZVPD basis) for C4H13N3O in the gas phase.

XYZ file:
```
21
Properties=species:S:1:pos:R:3:forces:R:3:nbo_charge:R:1
C -1.77233 -0.09769 0.98370 0.8 -0.3 -0.2 -0.64
C -0.22902 -0.18789 0.53186 -2.4 0.0 0.5 0.26
N 0.12946 -1.57326 0.42576 0.0 -1.0 -1.3 -0.87
N 0.62335 0.34012 1.56427 0.5 1.8 0.5 -0.87
C -0.10983 0.57122 -0.82765 1.9 -0.6 -0.8 -0.09
N -0.75151 -0.14574 -1.94682 -0.4 -0.1 0.5 -0.83
C 1.42660 0.83806 -1.24346 -0.7 0.1 0.7 -0.07
O 2.35995 -0.09408 -0.70430 -0.3 0.1 0.3 -0.75
H -2.17272 0.91983 0.92256 0.2 0.0 -0.1 0.20
H -1.87811 -0.41734 2.02753 0.1 -0.1 -0.1 0.20
H -2.40230 -0.76025 0.37986 0.2 0.2 0.0 0.22
H 0.36942 -1.96201 1.33086 -0.1 0.0 -0.1 0.36
H 0.95646 -1.65288 -0.17021 -0.1 -0.1 0.4 0.39
H 0.41730 -0.12569 2.44654 0.1 0.0 -0.2 0.36
H 0.39035 1.32037 1.72318 0.2 0.0 0.1 0.36
H -0.56953 1.56277 -0.75098 0.0 -0.2 0.1 0.20
H -0.57189 -1.14957 -1.85868 0.1 0.3 0.0 0.37
H -1.76446 -0.07490 -1.86596 0.2 0.1 0.0 0.35
H 1.54132 0.83229 -2.33240 -0.3 -0.2 0.3 0.20
H 1.71285 1.83990 -0.90287 -0.1 0.0 0.0 0.15
H 2.29462 0.01674 0.26720 0.0 -0.1 -0.4 0.49
```
Forces are in eV/Å.

Total charge: 0
Gap between HOMO and LUMO: 9.77 eV
SMILES: CC(N)(N)[C@H](N)CO
Strongest force on any atom: 2.42 eV Å⁻¹
Energy: -399.69898 Ha
Relative energy (zero: lowest compared OMol25 entry of this formula, charge and spin): 1.314 eV